No. 1
60
Properties=species:S:1:pos:R:3:nbo_charge:R:1 method="wB97M-V/def2-TZVPD" gap_ev=5.4374 lumo_energy_ev=-7.87 homo_energy_ha=-0.489 charge=+2
Ta -1.283 0.448 0.279 1.86
Ge 0.387 -1.653 0.453 1.15
Cl -7.999 -1.545 2.555 0.10
S -1.173 1.517 -1.870 0.00
O -2.854 -0.556 -0.061 -0.73
O -0.036 1.933 0.683 -0.59
O -2.152 0.769 2.086 -0.68
N 0.345 2.900 -0.165 0.02
C -0.409 -2.612 -2.182 -0.25
C -6.490 -1.235 1.807 -0.07
C 3.574 1.128 1.027 -0.10
C 1.013 -3.859 -3.662 -0.18
C 0.285 3.829 -2.315 -0.22
C -4.280 -0.273 1.828 -0.22
C 2.042 -3.797 -2.732 -0.19
C 2.412 0.464 -1.004 -0.25
C 4.068 2.218 -1.078 -0.22
C -0.212 -3.267 -3.389 -0.19
C -5.515 -0.527 2.465 -0.12
C 0.619 -2.544 -1.243 -0.38
C -6.243 -1.715 0.514 -0.08
C 1.546 4.869 -0.548 -0.22
C 1.113 4.845 -1.871 -0.09
C -4.056 -0.763 0.519 0.37
C -0.106 2.834 -1.435 0.07
C 3.807 0.980 2.421 -0.14
C 3.116 1.398 -1.717 -0.20
C 3.109 0.068 3.154 -0.22
C 1.144 3.873 0.304 0.08
C 1.876 -0.636 1.180 -0.39
C 2.127 -0.733 2.528 -0.21
C 2.613 0.306 0.391 0.01
C 4.294 2.079 0.264 -0.18
C -3.292 0.430 2.543 0.47
C 1.850 -3.136 -1.527 -0.23
C -5.035 -1.488 -0.127 -0.25
C -0.476 -2.734 1.839 -1.06
H -7.017 -2.280 0.011 0.26
H 1.420 5.624 -2.557 0.26
H 1.167 -4.372 -4.602 0.24
H -1.013 -3.320 -4.114 0.23
H 3.301 -0.050 4.211 0.24
H 5.044 2.684 0.759 0.23
H -5.688 -0.158 3.468 0.25
H -4.853 -1.871 -1.122 0.26
H 2.189 5.652 -0.175 0.27
H 1.579 -1.442 3.137 0.22
H 2.666 -3.083 -0.815 0.22
H 2.968 1.482 -2.787 0.23
H -0.072 3.793 -3.334 0.27
H 1.724 -0.191 -1.526 0.22
H 4.638 2.933 -1.656 0.23
H -1.398 -3.167 1.450 0.25
H 2.995 -4.262 -2.944 0.24
H 4.559 1.601 2.892 0.23
H 0.194 -3.554 2.101 0.27
H -1.380 -2.170 -1.975 0.20
H 1.425 3.780 1.343 0.27
H -0.691 -2.166 2.744 0.23
H -3.488 0.721 3.575 0.21

No. 2
22
Properties=species:S:1:pos:R:3:nbo_charge:R:1 method="wB97M-V/def2-TZVPD" gap_ev=8.7056 lumo_energy_ev=-8.31 homo_energy_ha=-0.625 smiles="[H]/N=[NH+]/NC/N=N/NCN[NH3+]" charge=+2
N -3.042 -0.989 0.112 -0.31
N 1.434 -1.249 0.310 -0.37
N 2.099 1.379 -0.212 -0.62
N 0.341 -0.564 0.052 -0.01
N -4.191 -0.337 0.165 0.06
N -0.785 -1.063 0.377 -0.21
N 3.050 0.452 0.425 -0.46
N -4.209 0.913 -0.141 -0.28
C 2.747 -0.796 -0.146 -0.08
C -1.834 -0.235 -0.110 -0.14
H -1.556 -0.021 -1.153 0.24
H 3.571 -1.444 0.112 0.28
H 2.268 1.508 -1.253 0.41
H 2.612 -0.648 -1.280 0.17
H 1.465 -2.301 0.382 0.43
H -4.988 -0.855 0.380 0.44
H 1.040 0.793 -0.124 0.43
H -2.899 -1.863 0.576 0.45
H 3.970 0.944 0.663 0.45
H -2.020 0.719 0.519 0.24
H 2.100 2.383 0.149 0.46
H -5.123 1.309 -0.158 0.40

No. 3
14
Properties=species:S:1:pos:R:3:nbo_charge:R:1 method="wB97M-V/def2-TZVPD" gap_ev=10.0309 lumo_energy_ev=1.01 homo_energy_ha=-0.331
O -2.091 0.228 -0.592 -0.51
O 0.047 0.055 -0.803 -0.73
C -0.942 0.402 0.021 0.41
C -2.153 -0.286 -1.935 -0.29
C 2.169 0.622 1.502 -0.44
C 1.450 -0.400 1.962 -0.37
H 1.750 1.626 1.471 0.21
H 1.846 -1.412 2.000 0.20
H 0.862 0.155 -0.278 0.52
H 0.422 -0.256 2.283 0.22
H -3.212 -0.289 -2.192 0.20
H -1.747 -1.299 -1.976 0.19
H 3.192 0.501 1.153 0.20
H -1.591 0.354 -2.618 0.20

No. 4
38
Properties=species:S:1:pos:R:3:nbo_charge:R:1 method="wB97M-V/def2-TZVPD" gap_ev=7.4064 lumo_energy_ev=2.22 homo_energy_ha=-0.191 smiles="N#Cc1ccc([C@H](C#N)[C@H]2C(S(=O)(=O)C(F)(F)F)=CC(=[N+]([O-])[O-])c3no[n+]([O-])c32)cc1" charge=-1
S 0.623 0.188 -2.995 2.08
F 3.203 -0.493 -3.617 -0.32
F 2.115 0.555 -5.204 -0.31
F 2.872 1.670 -3.469 -0.31
O 1.040 3.613 0.882 -0.46
O 2.712 -1.520 2.609 -0.22
O 1.617 2.561 2.714 -0.42
O -0.241 1.326 -3.175 -0.92
O 0.144 -1.154 -3.287 -0.94
O 2.629 -3.300 1.128 -0.39
N 1.401 2.569 1.485 0.51
N -4.309 2.904 3.166 -0.33
N -0.560 -4.113 0.614 -0.32
N 2.532 -0.144 2.567 -0.10
N 2.275 -2.173 1.351 0.40
C -3.884 2.018 2.511 0.29
C 1.731 -1.123 0.628 0.00
C -2.609 -0.077 2.428 -0.16
C 1.562 1.335 0.761 -0.16
C 0.893 -1.195 -0.609 -0.25
C -0.553 -1.647 -0.420 -0.38
C -1.859 -1.016 1.708 -0.23
C 2.315 0.502 -3.881 0.76
C -3.019 1.153 0.366 -0.16
C 1.921 0.052 1.333 0.17
C 1.153 1.323 -0.592 -0.08
C -0.620 -3.000 0.200 0.29
C -2.235 0.231 -0.328 -0.22
C -3.181 1.006 1.753 -0.19
C -1.503 -0.740 0.369 0.11
C 1.041 0.149 -1.291 -0.51
H -2.260 0.239 -1.430 0.23
H 1.131 -2.045 -1.252 0.26
H -2.772 -0.191 3.509 0.23
H 0.821 2.247 -1.086 0.27
H -1.654 -1.980 2.207 0.24
H -0.978 -1.719 -1.480 0.29
H -3.494 1.987 -0.172 0.23